Computed, not measured: a molecular structure, C37H28IrN9O3S, with wB97M-V/def2-TZVPD.

Last column: Mulliken charge in e.
Geometry (Å):
Ir -2.2666 0.4017 -0.7782  0.92
O -4.7443 -0.2390 3.9860  -0.66
C -4.1203 -1.4150 3.8001  0.72
C -4.1852 -2.3354 4.8477  -0.73
C -3.5998 -3.5750 4.7203  -0.37
C -2.9235 -3.9378 3.5502  -0.92
C -2.8226 -3.0277 2.5272  -0.54
C -3.4135 -1.7541 2.6305  0.00
C -3.2308 -0.8210 1.5244  1.18
O -2.3542 -1.1052 0.6275  -0.85
N -4.0257 0.2683 1.4765  -1.49
N -3.7172 1.0219 0.3910  0.86
C -4.3284 2.0967 0.0371  -0.48
C -3.8325 2.7275 -1.1923  0.79
C -4.3991 3.8678 -1.7289  -0.97
C -3.8866 4.3900 -2.9088  -0.35
C -2.8135 3.7589 -3.5113  -0.92
C -2.2795 2.6256 -2.9195  0.10
N -2.7732 2.1145 -1.7933  0.02
H -4.7063 0.2745 3.1583  0.50
H -4.7123 -2.0470 5.7468  0.50
H -3.6673 -4.2774 5.5408  0.43
H -2.4791 -4.9186 3.4574  0.47
H -2.2901 -3.2709 1.6175  0.52
H -5.1471 2.5020 0.6201  0.46
H -5.2305 4.3388 -1.2224  0.50
H -4.3210 5.2777 -3.3474  0.46
H -2.3795 4.1350 -4.4263  0.45
H -1.4281 2.1148 -3.3476  0.46
C 11.3825 0.3045 0.2770  -0.85
O 10.5809 0.0246 -0.8654  -0.45
C 9.2468 0.1034 -0.7440  0.90
C 8.5816 0.4639 0.4272  -0.64
C 7.1970 0.5091 0.4347  -0.76
C 6.4594 0.2035 -0.7032  0.33
C 7.1404 -0.1562 -1.8726  -0.49
C 8.5122 -0.2042 -1.8948  -0.63
C 5.0030 0.2433 -0.7226  0.36
N 4.2441 -0.1210 -1.7385  -0.83
C 2.9658 0.0845 -1.3244  0.89
C 2.9266 0.5826 -0.0367  0.05
N 4.2436 0.6774 0.3362  -0.09
C 1.7167 0.9153 0.6351  -0.16
C 1.5927 1.4105 1.9447  -0.44
C 0.3490 1.7072 2.4404  -1.36
C -0.7754 1.5324 1.6318  0.08
N -0.6845 1.0528 0.4015  -0.12
C 0.5332 0.7127 -0.0951  -0.01
C 0.5559 0.1140 -1.4026  0.78
N -0.6508 -0.1509 -1.9713  -0.21
C -0.6849 -0.6764 -3.1878  0.21
C 0.4778 -0.9708 -3.9038  -1.11
C 1.7045 -0.7335 -3.3345  -0.38
C 1.7600 -0.1820 -2.0462  -0.33
H 12.4101 0.1600 -0.0396  0.25
H 11.1525 -0.3830 1.0931  0.35
H 11.2451 1.3358 0.6075  0.35
H 9.1272 0.7052 1.3264  0.42
H 6.7097 0.7833 1.3635  0.21
H 6.5708 -0.3949 -2.7599  0.48
H 9.0513 -0.4783 -2.7911  0.44
H 4.6071 1.0305 1.2040  0.21
H 2.4703 1.5504 2.5623  0.49
H 0.2197 2.0849 3.4442  0.47
H -1.7603 1.8084 1.9832  0.56
H -1.6608 -0.8993 -3.5974  0.49
H 0.3908 -1.4014 -4.8909  0.48
H 2.6281 -0.9620 -3.8497  0.64
S -3.8428 -0.7660 -2.1220  -0.67
C -4.9100 -1.5497 -0.9766  0.49
N -6.1229 -0.9810 -0.7573  0.07
C -7.0127 -1.4787 0.1202  -0.05
C -6.6896 -2.6182 0.8020  -0.75
C -5.4644 -3.2069 0.4873  -0.02
N -4.6010 -2.6852 -0.3790  -0.41
H -6.3409 -0.1541 -1.3013  0.29
H -7.9469 -0.9463 0.2298  0.45
H -7.3645 -3.0500 1.5247  0.47
H -5.1660 -4.1414 0.9485  0.50

Cartesian forces (eV/Å) of the 6 atoms listed first:
Ir -0.3 -0.5 0.2
O 0.0 -0.1 0.0
C -0.1 0.1 0.0
C 0.0 0.0 0.0
C 0.0 0.0 0.0
C 0.0 0.0 0.0

The charge is +2. The calculation puts the HOMO energy at -0.4297 Ha. The value obtained for the HOMO-LUMO gap is 5.60 eV. The calculation puts the lowest unoccupied orbital energy at -6.1 eV.

Computed, not measured: a molecular structure, C10H10ClN2OP at a distorted geometry, with wB97M-V/def2-TZVPD.

Last column: natural (NBO) charge in e.
Geometry (Å):
C -1.4921 -0.6309 -2.3807  -0.18
C -1.9431 0.4638 -1.6910  -0.22
C -0.4767 -1.3783 -1.9574  -0.23
C -1.2729 0.8451 -0.5675  0.03
C -0.1603 0.1368 -0.1188  -0.07
C 0.2370 -0.9967 -0.8191  0.16
C -0.9199 2.3841 1.3748  -0.16
C 0.1243 1.7157 1.8380  -0.18
C -1.5099 2.2387 0.0295  -0.47
C 0.7356 0.6390 1.0710  -0.11
N 1.0072 -0.5250 1.9304  -0.94
N 1.0927 -1.9886 -0.2849  -0.96
O 1.9354 -2.9896 1.9701  -0.94
P 1.7357 -1.6786 1.2111  2.20
Cl 4.2680 -1.5334 0.2244  -0.64
H -1.8810 -0.7692 -3.3320  0.21
H -2.8655 0.9126 -1.9228  0.22
H -0.0514 -2.4050 -2.3673  0.21
H -1.3960 2.9799 2.0537  0.20
H 0.5042 2.0001 2.7832  0.22
H -1.0510 2.9866 -0.6714  0.24
H -2.6213 2.5426 0.1871  0.22
H 1.6821 0.9774 0.7314  0.22
H 1.5251 -2.6405 -0.9672  0.44
H 2.7934 -3.2869 1.6754  0.54

Cartesian forces (eV/Å) of the 6 atoms listed first:
C -1.0 0.8 -0.9
C 0.2 -0.7 0.7
C 3.6 -3.2 0.7
C 0.8 1.7 0.8
C 1.3 0.8 0.5
C -1.6 -0.8 0.3

The charge is 0. The calculation puts the HOMO energy at -0.3282 Ha. The value obtained for the HOMO-LUMO gap is 8.31 eV. The calculation puts the lowest unoccupied orbital energy at -0.6 eV.

Computed, not measured: a molecular structure, C31H45ClF5MnPS at a distorted geometry, with wB97M-V/def2-TZVPD.

Last column: Mulliken spin population.
Geometry (Å):
Mn 0.9468 -0.2025 -0.1632  3.56
Cl 1.9529 1.6002 0.8304  0.02
P 0.6566 0.5452 -2.2315  -0.28
C -3.6832 -0.7490 1.7012  0.00
H -3.2483 -0.4596 2.7237  0.00
H -3.7362 0.0424 0.8966  0.00
C 2.4552 0.8326 -2.5125  0.04
C -0.1760 2.1508 -1.8815  -0.01
C 2.8061 1.0133 -3.9901  0.02
H 2.6748 1.7684 -1.9745  0.02
C 4.2825 1.4116 -4.0937  0.00
H 2.6243 0.0798 -4.5457  0.00
H 2.1754 1.7803 -4.4562  0.00
C 5.2095 0.4477 -3.3446  0.00
H 4.5591 1.4593 -5.1589  0.00
H 4.4059 2.4222 -3.6846  0.00
C 4.7553 0.1204 -1.9108  0.01
H 5.2962 -0.4852 -3.9064  0.00
H 6.2196 0.8843 -3.3228  0.00
C 3.2764 -0.2755 -1.8413  -0.03
H 5.3786 -0.6913 -1.4908  0.00
H 4.8894 1.0035 -1.2811  0.00
H 3.1513 -1.2185 -2.4017  -0.01
H 2.9302 -0.4205 -0.7886  0.09
C -0.1157 -0.5454 -3.4963  0.03
C -1.6742 1.9605 -1.7163  0.03
H 0.2507 2.4825 -0.9159  0.00
C -2.3594 3.2950 -1.3995  0.00
H -2.1118 1.5217 -2.6224  -0.01
H -1.8658 1.2485 -0.9030  0.00
C -1.9905 4.4069 -2.4133  0.00
H -3.4503 3.1573 -1.3649  0.00
H -2.0509 3.6257 -0.3907  0.00
C -0.4923 4.5374 -2.6442  0.00
H -2.4997 4.1850 -3.3635  0.00
H -2.3940 5.3590 -2.0547  0.00
C 0.1958 3.2015 -2.9404  0.01
H -0.2959 5.2180 -3.4696  0.00
H -0.0259 4.9608 -1.7483  0.00
H -0.0937 2.8331 -3.9391  0.00
H 1.2909 3.3447 -2.9632  0.00
C 0.6912 -1.8389 -3.7086  0.01
H -1.0922 -0.8214 -3.0680  0.00
C -0.0601 -2.7769 -4.6622  0.02
H 1.6808 -1.6000 -4.1225  -0.01
H 0.8475 -2.3474 -2.7458  -0.03
C -0.4719 -2.0761 -5.9646  0.00
H 0.5754 -3.6441 -4.8788  0.00
H -0.9580 -3.1581 -4.1496  0.00
C -1.1643 -0.7255 -5.7526  0.00
H 0.4247 -1.9277 -6.5812  0.00
H -1.1372 -2.7359 -6.5307  0.00
C -0.4199 0.2025 -4.7868  0.01
H -1.2707 -0.1990 -6.7050  0.00
H -2.1753 -0.9010 -5.3562  0.00
H 0.5202 0.5664 -5.2266  0.00
H -1.0437 1.0785 -4.5634  0.00
C -0.3919 -1.7684 -0.8967  0.38
C -4.3758 -1.8718 1.6071  0.01
H -1.3857 -1.6033 -1.4632  -0.01
C -3.5433 -3.2099 1.9040  0.00
H -4.8046 -2.0917 0.6406  0.00
C -2.0289 -3.1824 2.1561  0.00
H -4.0236 -3.5469 2.8350  0.00
H -3.7886 -3.8969 1.1057  0.00
C -0.9366 -3.5193 1.1028  0.03
H -1.7970 -2.2225 2.6628  0.00
H -1.8298 -3.9215 2.9334  0.00
C -0.9224 -3.2231 -0.4175  -0.08
H 0.0163 -3.1028 1.5112  0.01
H -0.8428 -4.6150 1.1356  0.00
H -0.1286 -3.8837 -0.8606  0.01
H -1.8688 -3.4971 -0.9279  -0.01
F -0.0206 2.7342 5.7999  0.00
C -0.2962 1.9385 4.7325  0.00
C -1.2451 2.3320 3.7946  0.01
F -1.9440 3.5064 3.9580  0.00
C -1.4426 1.4851 2.6683  0.02
F -2.2662 2.0416 1.7289  0.00
C -0.7982 0.3434 2.3855  0.08
S -1.0611 -0.5090 0.6501  0.01
C 0.1262 -0.0238 3.3770  0.04
F 0.9027 -1.1117 3.1947  0.01
C 0.3846 0.7719 4.5246  0.00
F 1.3836 0.3973 5.4025  0.00

Cartesian forces (eV/Å) of the 6 atoms listed first:
Mn -2.1 -2.7 0.7
Cl 0.3 0.1 0.2
P 0.3 -0.2 0.8
C -0.9 2.8 1.3
H 0.2 -0.6 -2.0
H -0.4 -0.6 1.5

As for the spin multiplicity: 5. The charge is -1. The calculation puts the HOMO energy (spin up / spin down) at -0.1029 / -0.1045 Ha. The value obtained for the HOMO-LUMO gap (spin up / spin down) is 5.31 / 5.35 eV. The calculation puts the lowest unoccupied orbital energy (spin up / spin down) at 2.5 / 2.5 eV.

Computed, not measured: a molecular structure, C29H26N3O10RuS4Se2, with wB97M-V/def2-TZVPD.

Last column: Mulliken spin population.
Geometry (Å):
Ru -0.7222 -0.3132 0.0269  0.96
O 3.3760 -0.8203 0.2409  0.02
C 2.2223 -0.9736 -0.1374  0.01
O 1.3123 -0.0699 -0.0413  -0.02
C 1.8586 -2.2667 -0.8572  0.00
C 2.9135 -2.9869 -1.3452  0.00
C 2.7086 -4.1627 -2.0770  0.00
C 1.4328 -4.6112 -2.3493  0.00
C 0.3550 -3.8964 -1.8707  0.00
C 0.5044 -2.7336 -1.0324  0.00
O -0.4993 -2.2416 -0.4413  -0.03
N -0.9600 -4.3878 -2.2677  0.00
O -1.9412 -3.7097 -2.0548  0.00
O -1.0151 -5.4914 -2.8108  0.00
N 3.8327 -4.9091 -2.5758  0.00
O 3.6239 -5.9519 -3.1874  0.00
O 4.9592 -4.4764 -2.3752  0.00
H 3.9105 -2.6252 -1.1427  0.00
H 1.2682 -5.4943 -2.9428  0.00
O -4.2987 -1.6258 5.8321  0.00
C -3.6849 -1.4062 4.8144  0.00
S -1.9357 -1.6095 4.6531  0.00
C -1.8128 -1.1109 2.9759  -0.02
C -2.9538 -0.7692 2.3542  0.02
S -3.0113 -0.2154 0.7083  -0.01
S -4.4240 -0.8583 3.3060  0.00
S -0.2524 -1.0144 2.2149  0.03
C -1.6358 2.2196 3.3273  0.00
Se 0.0210 2.3595 2.3213  0.01
C -0.4725 3.9945 1.3685  0.00
C -1.4381 3.7625 0.2154  0.00
Se -0.9513 2.3514 -1.0571  0.01
C 0.9425 2.7388 -1.2089  0.00
H -1.8252 3.1522 3.8574  0.00
H -1.5054 1.4118 4.0441  0.00
H -2.4603 1.9659 2.6626  0.00
H 0.4570 4.4417 1.0151  0.00
H -0.9190 4.6931 2.0807  0.00
H -1.5643 4.6864 -0.3541  0.00
H -2.4213 3.4578 0.5794  0.00
H 1.1025 3.7995 -1.4006  0.00
H 1.2850 2.1428 -2.0514  0.00
H 1.4644 2.3997 -0.3168  0.00
C -6.2691 2.4295 -0.2003  0.00
C -5.4682 2.3090 -1.4699  0.00
C -4.9354 3.4540 -2.0609  0.00
C -4.1636 3.3553 -3.2051  0.00
C -3.8724 2.1146 -3.7483  0.00
C -4.3778 0.9620 -3.1520  0.00
N -4.0521 -0.3327 -3.6052  0.00
C -3.0312 -0.4585 -4.5872  0.00
C -3.4162 -0.5192 -5.9246  0.00
C -2.4752 -0.6652 -6.9287  0.00
C -1.1277 -0.7593 -6.6021  0.00
C -0.7395 -0.6805 -5.2768  0.00
C -1.6744 -0.5211 -4.2559  -0.01
C -1.1511 -0.3542 -2.8454  0.02
O -1.9740 -0.4558 -1.8838  -0.02
O 0.0518 -0.0947 -2.6928  0.01
C -5.2319 1.0587 -2.0390  0.00
C -5.8463 -0.1954 -1.4844  0.00
H -6.2545 3.4573 0.1643  0.00
H -5.8545 1.7862 0.5792  0.00
H -7.3132 2.1386 -0.3447  0.00
H -5.1202 4.4219 -1.6076  0.00
H -3.7439 4.2461 -3.6578  0.00
H -3.2106 2.0367 -4.6007  0.00
H -3.7970 -0.8902 -2.7932  0.00
H -4.4743 -0.4618 -6.1490  0.00
H -2.7946 -0.7203 -7.9630  0.00
H -0.3840 -0.8892 -7.3791  0.00
H 0.3028 -0.7228 -4.9893  0.00
H -5.1494 -0.7224 -0.8267  0.00
H -6.1155 -0.8733 -2.2966  0.00
H -6.7443 0.0207 -0.9069  0.00

Cartesian forces (eV/Å) of the 6 atoms listed first:
Ru -0.6 -0.3 0.2
O 0.1 0.0 0.0
C -0.2 0.0 -0.2
O 0.0 0.1 -0.1
C 0.0 0.1 0.1
C -0.1 -0.1 -0.1

As for the spin multiplicity: 2. The charge is -2. The calculation puts the HOMO energy (spin up / spin down) at -0.0673 / -0.0662 Ha. The value obtained for the HOMO-LUMO gap (spin up / spin down) is 5.64 / 5.61 eV. The calculation puts the lowest unoccupied orbital energy (spin up / spin down) at 3.8 / 3.8 eV.

Computed, not measured: 2 unconnected molecules or ions with the total composition C2HF2O3 at a distorted geometry, with wB97M-V/def2-TZVPD.

Last column: natural (NBO) charge in e.
Geometry (Å):
C -1.9127 -0.0626 -0.0078  1.00
C 0.5999 0.0321 0.2148  0.42
O -2.3327 -0.6525 0.8914  -0.60
O -1.9523 0.5984 -0.9298  -0.57
O 1.2640 -0.9614 -0.5220  -0.77
F 1.5357 0.4183 1.2465  -0.47
F 0.6612 1.2275 -0.5606  -0.45
H 2.1369 -0.5998 -0.3325  0.44

Cartesian forces (eV/Å) of the 6 atoms listed first:
C 0.5 -0.6 1.8
C -2.0 0.1 0.0
O -0.5 -1.7 2.0
O 0.2 2.2 -3.6
O 0.1 1.2 0.9
F 0.0 -0.5 -0.2

The charge is -1. The calculation puts the HOMO energy at -0.1163 Ha. The value obtained for the HOMO-LUMO gap is 7.28 eV. The calculation puts the lowest unoccupied orbital energy at 4.1 eV.

Computed, not measured: 2 unconnected molecules or ions with the total composition C3H4N2O7 at a distorted geometry, with wB97M-V/def2-TZVPD.

Last column: natural (NBO) charge in e.
Geometry (Å):
C 0.9269 0.4745 -1.5862  0.13
C -1.5442 -0.9317 0.7587  0.51
C 1.1605 0.2088 -0.2967  0.26
N -2.4780 0.1873 1.0467  0.44
N 2.4361 -0.1832 0.1959  0.50
O -3.3310 0.4115 0.2176  -0.31
O -2.2772 0.7760 2.1060  -0.35
O 3.3933 0.0280 -0.5039  -0.36
O 2.5703 -0.7548 1.2737  -0.41
O -1.4788 -1.5683 -0.2265  -0.45
O -0.3499 0.8877 -1.8392  -0.66
O 0.3452 0.3731 0.7018  -0.67
H 1.6762 0.5128 -2.3823  0.23
H -1.0582 -1.2414 1.8236  0.13
H -0.5549 1.0182 -2.8056  0.51
H 0.5636 -0.1985 1.5164  0.53

Cartesian forces (eV/Å) of the 6 atoms listed first:
C -0.8 0.7 -0.1
C 1.5 -2.9 2.9
C 1.3 -0.3 -0.3
N -0.6 1.6 0.0
N 2.4 -1.0 -0.3
O 0.2 0.1 0.5

The charge is 0. The calculation puts the HOMO energy at -0.3553 Ha. The value obtained for the HOMO-LUMO gap is 8.51 eV. The calculation puts the lowest unoccupied orbital energy at -1.2 eV.

ΔE to the lowest compared entry with this formula, charge and spin (kJ/mol)
21.48; 0.00; 545.42; 126.70; 110.68; 112.99